No. 1
Formula: C17H21B2Br8NO19
Source: the OMol25 dataset
Level of theory: ωB97M-V with the def2-TZVPD basis set

Positions of all 68 atoms, in Å:
N  -12.85  -5.15  1.43
H  -11.88  -4.88  1.48
H  -13.46  -4.35  1.54
H  -12.97  -5.72  2.25
H  -13.06  -5.57  0.54
O  -11.56  -5.60  12.60
C  -11.60  -5.19  11.41
O  -11.46  -5.90  10.29
B  -11.46  -5.05  9.10
O  -11.46  -3.69  9.71
C  -11.73  -3.75  11.00
O  -11.82  -2.82  11.78
O  -10.30  -5.29  8.24
C  -10.63  -5.81  7.10
O  -9.87  -6.14  6.14
C  -12.16  -5.87  7.06
O  -12.58  -5.24  8.12
O  -12.87  -6.32  6.14
O  -19.80  3.02  4.35
C  -18.62  2.70  4.45
O  -18.20  1.48  4.29
B  -16.69  1.55  4.10
O  -16.33  2.92  4.50
C  -17.50  3.62  4.74
O  -17.58  4.87  4.76
O  -16.34  1.00  2.74
C  -15.46  0.01  2.87
O  -15.03  -0.78  2.06
C  -15.21  -0.21  4.43
O  -16.04  0.58  5.02
O  -14.37  -0.90  4.91
O  -9.88  -0.60  1.19
C  -9.20  -1.56  1.80
O  -9.50  -2.68  1.48
O  -8.36  -1.33  2.68
H  -10.51  -1.12  0.69
Br  -12.87  -12.58  3.50
C  -13.49  -10.76  3.98
C  -14.95  -10.46  3.67
Br  -14.89  -9.50  1.90
H  -12.68  -10.05  3.84
H  -13.47  -10.89  5.07
H  -15.45  -9.89  4.46
H  -15.51  -11.39  3.58
Br  -13.55  -2.09  -8.38
C  -13.13  -2.04  -6.44
C  -13.45  -3.22  -5.66
Br  -12.89  -3.03  -3.74
H  -13.66  -1.21  -5.96
H  -12.07  -1.79  -6.42
H  -12.85  -4.06  -6.01
H  -14.45  -3.62  -5.83
Br  -18.44  -5.19  2.78
C  -20.12  -6.18  2.49
C  -21.23  -5.52  3.42
Br  -22.97  -6.36  3.03
H  -20.01  -7.23  2.76
H  -20.31  -6.13  1.42
H  -21.34  -4.44  3.26
H  -20.86  -5.79  4.40
Br  -8.19  -10.17  2.01
C  -8.50  -9.12  0.33
C  -9.59  -9.88  -0.50
Br  -10.06  -8.86  -2.19
H  -7.57  -8.89  -0.20
H  -8.94  -8.17  0.64
H  -10.54  -9.85  0.04
H  -9.42  -10.94  -0.70

The calculation puts the highest occupied orbital energy at -2.9 eV. The value obtained for the LUMO energy is 1.591 eV. The energy above the lowest of the compared OMol25 structures with the same formula, charge and spin comes out at 127.8 kcal per mole. The total charge is -2. For the HOMO-LUMO gap, the calculation gives 4.45 eV.

Atom charges from the Löwdin analysis, given in e for atoms 1 to 5: number 1, N, carries 0.36; number 2, H, carries 0.15; number 3, H, carries 0.16; number 4, H, carries 0.15; number 5, H, carries 0.15


No. 2
Formula: C17H21BrCl2N4
Source: the OMol25 dataset
Level of theory: ωB97M-V with the def2-TZVPD basis set

Positions of all 45 atoms, in Å:
C  2.07  1.77  -1.61
C  0.61  2.22  -1.56
N  0.22  2.51  -0.17
C  0.30  3.91  0.28
C  -1.05  4.59  0.24
C  -0.15  1.46  0.64
C  -0.66  1.64  1.93
C  -0.99  0.53  2.64
C  -1.53  0.65  4.01
N  -0.84  -0.70  2.13
C  -0.37  -0.80  0.89
N  -0.15  -2.05  0.36
C  -0.29  -3.29  1.25
C  -1.68  -3.92  1.20
C  0.38  -2.17  -0.94
C  -0.51  -2.07  -2.04
Cl  -2.23  -1.87  -1.77
C  0.03  -2.22  -3.32
C  1.37  -2.52  -3.51
Br  1.98  -2.88  -5.33
C  2.22  -2.60  -2.44
C  1.76  -2.40  -1.15
Cl  2.96  -2.52  0.15
N  -0.02  0.24  0.15
H  2.75  2.43  -1.05
H  2.14  0.76  -1.17
H  2.45  1.69  -2.64
H  0.04  1.44  -2.00
H  0.47  3.11  -2.18
H  0.99  4.47  -0.37
H  0.71  3.96  1.27
H  -1.57  4.35  -0.67
H  -1.65  4.28  1.10
H  -0.93  5.67  0.29
H  -0.84  2.61  2.34
H  -2.48  0.08  4.10
H  -1.71  1.70  4.25
H  -0.82  0.23  4.69
H  0.02  -3.07  2.26
H  0.43  -4.07  0.89
H  -1.68  -4.89  1.74
H  -1.97  -4.04  0.16
H  -2.41  -3.23  1.68
H  -0.64  -2.19  -4.17
H  3.25  -2.81  -2.57

The calculation puts the highest occupied orbital energy at -8.0 eV. The value obtained for the LUMO energy is 0.639 eV. The energy above the lowest of the compared OMol25 structures with the same formula, charge and spin comes out at 0.0 kcal per mole. For the HOMO-LUMO gap, the calculation gives 8.68 eV. As for the SMILES: CCN(CC)c1cc(C)nc(N(CC)c2c(Cl)cc(Br)cc2Cl)n1.

Atom charges from the Löwdin analysis, given in e for atoms 1 to 5: number 1, C, carries -0.08; number 2, C, carries -0.21; number 3, N, carries -0.07; number 4, C, carries -0.22; number 5, C, carries -0.08


No. 3
Formula: C17H21BrClN5O6S2
Source: the OMol25 dataset
Level of theory: ωB97M-V with the def2-TZVPD basis set

Positions of all 53 atoms, in Å:
O  0.17  -0.57  -2.00
C  0.83  -0.30  -2.99
N  1.58  -1.25  -3.63
C  1.75  -2.55  -3.21
N  2.57  -3.23  -3.97
C  2.71  -4.52  -3.46
C  2.00  -4.79  -2.32
Br  2.00  -6.45  -1.38
S  1.07  -3.41  -1.83
N  0.80  0.94  -3.54
S  0.28  2.21  -2.57
O  0.85  2.07  -1.22
O  0.77  3.43  -3.22
C  -1.54  2.12  -2.58
C  -2.21  1.69  -1.42
C  -3.60  1.58  -1.40
C  -4.34  1.92  -2.53
C  -3.68  2.36  -3.68
C  -2.29  2.46  -3.71
Cl  -1.54  3.01  -5.19
H  2.06  -1.00  -4.48
H  3.35  -5.26  -3.93
H  1.59  1.19  -4.12
H  -1.64  1.44  -0.52
H  -4.10  1.24  -0.50
H  -5.43  1.84  -2.52
H  -4.25  2.63  -4.56
C  -0.40  -1.13  6.09
N  -0.66  -0.67  4.73
C  0.19  0.10  4.03
O  1.24  0.48  4.51
C  -0.24  0.44  2.59
N  0.03  1.83  2.13
C  1.16  2.53  2.03
C  2.53  1.93  2.25
O  1.08  3.72  1.73
C  0.17  -0.61  1.53
C  0.30  -2.05  2.04
O  -0.85  -0.66  0.56
H  0.65  -1.43  6.19
H  -0.60  -0.33  6.80
H  -1.04  -1.99  6.33
H  -1.50  -0.98  4.28
H  -1.33  0.38  2.62
H  -0.78  2.38  1.91
H  2.86  2.20  3.25
H  2.52  0.86  2.15
H  3.22  2.36  1.52
H  1.10  -0.32  1.05
H  0.54  -2.70  1.21
H  -0.64  -2.38  2.49
H  1.11  -2.12  2.77
H  -0.42  -0.65  -0.31

The calculation puts the highest occupied orbital energy at -8.9 eV. The value obtained for the LUMO energy is -0.052 eV. The energy above the lowest of the compared OMol25 structures with the same formula, charge and spin comes out at 8.0 kcal per mole. For the HOMO-LUMO gap, the calculation gives 8.89 eV. As for the SMILES: O=C(Nc1ncc(Br)s1)NS(=O)(=O)c1ccccc1Cl.CNC(=O)[C@@H](NC(C)=O)[C@@H](C)O.

Atom charges from the Löwdin analysis, given in e for atoms 1 to 5: number 1, O, carries 0.02; number 2, C, carries -0.55; number 3, N, carries 0.13; number 4, C, carries -0.58; number 5, N, carries 0.05